9
Properties=species:S:1:pos:R:3:lowdin_charge:R:1 method="wB97M-V/def2-TZVPD" smiles="C=[P@]1(F)N=P1(F)F" charge=0 orbital_gap_ev=8.271 energy_ha=-1076.3919 homo_ev=-9.6738
C -1.195 -0.198 -0.908 -0.21
P -0.279 1.100 -0.308 0.70
F -1.029 2.483 -0.030 -0.19
N 0.918 0.876 0.710 -0.37
P 1.492 -0.625 0.361 0.58
F 0.437 -1.549 1.225 -0.31
F 2.538 -0.602 1.490 -0.24
H -2.161 -0.267 -1.447 0.02
H -0.721 -1.217 -1.091 0.02


67
Properties=species:S:1:pos:R:3:lowdin_charge:R:1 method="wB97M-V/def2-TZVPD" spin_multiplicity=3 charge=-1 orbital_gap_ev="8.163 / 9.384" energy_ha=-6483.5824 homo_ev="-7.3964 / -7.5760"
Cr 0.798 -0.292 -0.729 0.73
O 4.733 1.196 -2.647 -0.21
As 3.093 1.623 -2.261 1.00
O 2.523 2.755 -3.260 -0.40
O 0.892 1.268 -0.943 -0.39
C 3.261 2.344 -0.470 -0.26
C 2.902 3.678 -0.377 -0.07
C 2.930 4.299 0.866 -0.07
C 3.285 3.584 1.996 -0.07
C 3.632 2.242 1.898 -0.04
C 3.616 1.627 0.660 -0.27
S 4.077 -0.074 0.499 0.49
O 4.014 -0.664 1.817 -0.33
O 5.381 -0.080 -0.139 -0.30
O 3.049 -0.591 -0.435 -0.42
H 5.147 0.690 -1.924 0.01
H 2.593 4.203 -1.274 0.11
H 2.653 5.341 0.949 0.10
H 3.282 4.069 2.963 0.10
H 3.898 1.660 2.767 0.11
F 0.630 -2.100 -0.732 -0.50
Sb -0.982 -0.304 -2.663 1.53
F -2.586 -0.655 -1.614 -0.47
F -1.899 1.355 -2.946 -0.42
F -0.334 0.022 -4.436 -0.44
F 2.338 0.137 -2.756 -0.28
F -1.408 -2.029 -3.380 -0.44
C -2.889 -1.561 4.680 0.01
C -3.005 -0.298 3.847 -0.46
C -4.470 0.051 3.614 0.00
O -2.420 -0.539 2.547 0.16
B -1.897 0.660 2.146 -0.72
O -1.811 1.591 3.149 0.17
C -2.172 0.914 4.372 -0.46
C -0.867 0.498 5.036 0.00
C -2.944 1.876 5.256 0.00
H -3.510 -2.342 4.244 0.10
H -3.236 -1.376 5.698 0.10
H -1.862 -1.925 4.720 0.06
H -4.936 -0.762 3.061 0.10
H -4.572 0.959 3.023 0.10
H -5.000 0.184 4.556 0.09
H -0.296 -0.151 4.375 0.07
H -1.041 -0.012 5.983 0.10
H -0.269 1.389 5.223 0.10
H -3.777 2.325 4.722 0.09
H -2.283 2.676 5.586 0.09
H -3.325 1.362 6.139 0.10
O 0.891 -0.594 1.416 -0.56
S 1.474 -1.973 1.748 1.03
C 0.065 -3.041 2.091 -0.29
C 0.459 -3.816 3.340 -0.23
C 1.040 -2.782 4.308 -0.22
C 1.970 -1.879 3.491 -0.29
H -0.111 -3.652 1.209 0.10
H -0.793 -2.378 2.249 0.09
H 1.223 -4.557 3.091 0.11
H -0.391 -4.355 3.761 0.11
H 1.579 -3.255 5.129 0.11
H 0.231 -2.190 4.747 0.07
H 3.006 -2.207 3.507 0.08
H 1.952 -0.825 3.754 0.09
N -3.532 4.446 -1.510 0.13
C -2.739 3.771 -1.028 -0.33
N -1.836 3.054 -0.406 0.19
C -1.758 1.999 0.186 -0.15
N -1.547 0.973 0.782 0.32


14
Properties=species:S:1:pos:R:3:lowdin_charge:R:1 method="wB97M-V/def2-TZVPD" smiles="C1=CCCON=C1" charge=0 orbital_gap_ev=9.654 energy_ha=-324.5313 homo_ev=-9.2379
C -1.799 -0.273 -0.416 -0.05
C -1.030 0.034 0.616 -0.08
C 0.359 0.683 0.516 -0.19
C 1.353 0.197 -0.518 -0.23
O 1.098 0.584 -1.896 -0.15
N -0.315 0.958 -1.856 0.05
C -0.961 -0.129 -1.670 -0.15
H -2.674 -0.865 -0.419 0.09
H -1.408 -0.315 1.496 0.07
H 0.746 0.353 1.519 0.13
H 0.264 1.730 0.378 0.10
H 2.315 0.512 -0.037 0.12
H 1.446 -0.973 -0.393 0.15
H -0.482 -1.073 -1.974 0.13


88
Properties=species:S:1:pos:R:3:lowdin_charge:R:1 method="wB97M-V/def2-TZVPD" charge=0 orbital_gap_ev=6.285 energy_ha=-5527.3190 homo_ev=-6.3242
Pd -3.049 0.747 -1.280 0.42
C 7.504 0.986 -2.423 -0.05
C 6.041 1.089 -2.088 -0.27
C 5.622 1.092 -0.758 -0.04
C 4.278 1.164 -0.435 -0.07
C 3.335 1.224 -1.452 -0.37
C 3.729 1.241 -2.775 -0.07
C 5.079 1.168 -3.089 -0.03
S 1.579 1.367 -1.027 1.02
O 0.859 1.334 -2.325 -0.50
C 1.445 -0.341 -0.402 -0.28
C 1.682 -1.341 -1.372 -0.05
C 1.563 -2.656 -1.054 -0.01
C 1.167 -3.045 0.249 -0.16
C 1.055 -4.408 0.608 -0.03
C 0.660 -4.772 1.863 -0.08
C 0.337 -3.784 2.812 -0.07
C 0.445 -2.458 2.496 -0.02
C 0.890 -2.048 1.215 -0.11
C 1.049 -0.659 0.868 -0.15
C 0.851 0.332 1.969 -0.13
C 1.937 0.498 2.892 -0.09
C 3.194 -0.136 2.695 -0.03
C 4.193 -0.016 3.618 -0.07
C 4.013 0.773 4.773 -0.07
C 2.832 1.424 4.976 -0.03
C 1.766 1.298 4.052 -0.15
C 0.526 1.933 4.275 -0.02
C -0.495 1.770 3.389 -0.07
C -0.347 0.953 2.247 -0.28
S -1.812 0.990 1.166 0.96
O -1.287 1.747 -0.015 -0.55
C -1.972 -0.766 0.785 -0.40
C -1.812 -1.298 -0.498 -0.13
C -2.123 -2.635 -0.711 -0.03
C -2.612 -3.439 0.312 -0.27
C -2.991 -4.870 0.046 -0.04
C -2.777 -2.884 1.579 -0.05
C -2.466 -1.554 1.814 -0.10
H 8.114 1.494 -1.676 0.08
H 7.717 1.419 -3.400 0.08
H 7.813 -0.061 -2.446 0.08
H 6.362 1.044 0.033 0.11
H 3.959 1.169 0.602 0.09
H 2.968 1.309 -3.544 0.11
H 5.387 1.175 -4.128 0.11
H 1.949 -1.032 -2.374 0.11
H 1.758 -3.422 -1.795 0.12
H 1.301 -5.159 -0.133 0.11
H 0.594 -5.818 2.136 0.10
H 0.004 -4.077 3.800 0.11
H 0.183 -1.712 3.233 0.12
H 3.352 -0.732 1.807 0.12
H 5.134 -0.529 3.463 0.11
H 4.820 0.864 5.489 0.10
H 2.693 2.053 5.846 0.11
H 0.398 2.535 5.166 0.12
H -1.456 2.243 3.558 0.11
H -1.372 -0.722 -1.313 0.10
H -1.990 -3.050 -1.702 0.12
H -2.439 -5.268 -0.804 0.08
H -4.056 -4.934 -0.188 0.08
H -2.800 -5.501 0.915 0.08
H -3.167 -3.493 2.386 0.12
H -2.606 -1.128 2.802 0.12
Br -4.280 3.188 0.119 0.78
C -3.009 3.681 -1.227 -0.73
C -2.100 4.686 -0.962 -0.11
C -1.151 4.942 -1.940 -0.06
C -1.174 4.205 -3.113 -0.06
C -2.161 3.249 -3.278 -0.12
N -3.074 2.982 -2.342 0.00
H -2.131 5.223 -0.026 0.10
H -0.401 5.705 -1.780 0.11
H -0.438 4.374 -3.887 0.11
H -2.237 2.662 -4.186 0.11
N -6.846 0.699 -0.301 0.11
C -5.996 0.614 -1.382 -0.46
C -4.990 -0.382 -1.438 -0.19
N -4.231 -0.547 -2.538 -0.02
C -4.442 0.341 -3.542 -0.19
C -5.422 1.301 -3.462 -0.17
N -6.221 1.436 -2.395 0.10
H -6.512 0.327 0.572 0.09
H -7.318 1.586 -0.227 0.08
H -4.955 -1.173 -0.693 0.11
H -3.823 0.218 -4.421 0.09
H -5.600 1.993 -4.277 0.10


21
Properties=species:S:1:pos:R:3:lowdin_charge:R:1 method="wB97M-V/def2-TZVPD" charge=+1 orbital_gap_ev=10.861 energy_ha=-328.6084 homo_ev=-14.4014
C -1.148 2.206 -2.169 -0.09
C -0.909 0.707 -2.429 -0.26
C 0.389 0.129 -1.887 -0.19
C 0.365 -0.156 -0.427 -0.06
C 1.297 -0.298 0.505 -0.06
N 0.807 -0.691 1.858 0.19
H -2.033 2.440 -2.767 0.08
H -0.277 2.723 -2.558 0.08
H -1.502 2.476 -1.178 0.07
H -0.961 0.596 -3.508 0.11
H -1.713 0.100 -2.077 0.10
H 1.191 0.865 -2.059 0.13
H 0.730 -0.717 -2.486 0.13
H -0.654 -0.046 -0.033 0.13
H 2.328 0.022 0.500 0.13
H 0.691 -1.706 1.846 0.16
H -0.131 -0.356 2.082 0.16
H 1.419 -0.388 2.615 0.17
H -0.458 -2.797 4.181 0.04
H 0.143 -2.417 5.422 0.03
O 0.425 -2.691 4.568 -0.04


130
Properties=species:S:1:pos:R:3:lowdin_charge:R:1 method="wB97M-V/def2-TZVPD" spin_multiplicity=3 charge=-1 orbital_gap_ev="3.241 / 6.131" energy_ha=-6538.4838 homo_ev="-1.2807 / -4.1756"
Ti -0.164 -0.067 -1.409 0.83
C 4.349 2.118 4.450 -0.05
C 4.221 3.185 3.353 -0.56
C 3.900 4.519 4.037 -0.07
C 5.567 3.332 2.630 -0.05
C 3.154 2.755 2.356 -0.19
C 3.250 1.531 1.711 -0.08
C 2.269 1.119 0.831 -0.36
Se 2.403 -0.651 0.072 1.24
C 1.272 -1.494 1.405 -0.34
C 1.879 -2.052 2.510 -0.08
C 1.127 -2.635 3.518 -0.19
C -0.254 -2.649 3.349 0.01
C -0.900 -2.103 2.253 -0.08
C -0.130 -1.474 1.235 -0.34
O -0.669 -0.914 0.196 -0.24
C -2.423 -2.139 2.124 -0.52
C -3.107 -2.856 3.294 -0.07
C -2.827 -2.875 0.838 -0.05
C -2.956 -0.701 2.062 -0.04
C 1.840 -3.200 4.738 -0.56
C 2.825 -4.290 4.292 -0.05
C 2.616 -2.072 5.434 -0.05
C 0.875 -3.814 5.756 -0.07
C 1.129 1.889 0.511 -0.33
O 0.242 1.457 -0.340 -0.23
C 1.033 3.142 1.188 -0.09
C 2.033 3.526 2.063 0.01
C -0.197 4.022 0.982 -0.52
C -0.316 4.365 -0.505 -0.04
C -1.423 3.236 1.461 -0.03
C -0.154 5.341 1.764 -0.07
H 5.087 2.427 5.191 0.08
H 3.392 1.975 4.947 0.09
H 4.658 1.165 4.032 0.07
H 4.676 4.747 4.768 0.08
H 3.865 5.333 3.315 0.08
H 2.946 4.468 4.558 0.08
H 6.343 3.633 3.334 0.08
H 5.861 2.394 2.169 0.08
H 5.494 4.085 1.848 0.09
H 4.081 0.859 1.876 0.09
H 2.957 -2.007 2.562 0.09
H -0.855 -3.105 4.116 0.08
H -2.783 -3.892 3.361 0.08
H -2.905 -2.356 4.239 0.08
H -4.185 -2.849 3.136 0.08
H -2.366 -3.861 0.801 0.09
H -3.909 -2.998 0.798 0.08
H -2.519 -2.305 -0.035 0.04
H -2.735 -0.170 2.986 0.09
H -2.489 -0.166 1.239 0.06
H -4.035 -0.705 1.909 0.08
H 3.551 -3.892 3.589 0.07
H 3.362 -4.691 5.151 0.08
H 2.292 -5.102 3.804 0.09
H 3.335 -1.621 4.758 0.07
H 1.934 -1.293 5.767 0.09
H 3.154 -2.458 6.300 0.08
H 0.315 -4.635 5.313 0.08
H 1.434 -4.205 6.605 0.08
H 0.175 -3.069 6.126 0.08
H 1.936 4.479 2.551 0.08
H -0.336 3.450 -1.092 0.04
H -1.227 4.927 -0.700 0.07
H 0.545 4.955 -0.816 0.10
H -1.501 2.296 0.921 0.07
H -1.333 3.020 2.524 0.09
H -2.335 3.806 1.294 0.07
H 0.691 5.956 1.458 0.08
H -1.069 5.898 1.566 0.08
H -0.105 5.165 2.835 0.08
C 0.774 -4.269 -1.751 -0.10
C 1.918 -4.290 -2.571 -0.12
C 2.374 -3.092 -3.070 -0.05
C 1.717 -1.893 -2.781 -0.32
N 0.599 -1.879 -1.957 -0.10
C 0.177 -3.065 -1.482 -0.20
C 2.086 -0.591 -3.269 -0.24
C 3.144 -0.350 -4.159 -0.06
C 3.430 0.935 -4.559 -0.13
C 2.665 1.996 -4.087 -0.13
C 1.615 1.756 -3.209 -0.12
C 1.280 0.476 -2.778 -0.19
H 0.365 -5.177 -1.339 0.09
H 2.418 -5.222 -2.790 0.08
H 3.249 -3.076 -3.703 0.10
H -0.686 -3.040 -0.830 0.08
H 3.743 -1.172 -4.531 0.09
H 4.254 1.123 -5.237 0.08
H 2.893 3.007 -4.402 0.08
H 1.042 2.611 -2.853 0.08
O -1.945 -1.191 -2.348 -0.56
S -2.517 -2.473 -2.862 1.04
C -3.835 -1.869 -4.119 -0.26
C -3.459 -0.532 -4.726 -0.24
C -3.953 0.638 -3.879 -0.24
C -3.273 1.944 -4.253 -0.25
S -2.032 2.517 -2.914 1.06
O -1.412 1.225 -2.477 -0.57
C -3.236 2.958 -1.698 -0.38
C -3.682 4.292 -1.659 -0.10
C -4.588 4.685 -0.704 -0.09
C -5.074 3.763 0.226 -0.07
C -4.619 2.441 0.195 -0.07
C -3.703 2.039 -0.747 -0.07
C -1.424 -3.156 -4.076 -0.39
C -0.479 -2.384 -4.762 -0.06
C 0.333 -2.981 -5.698 -0.07
C 0.231 -4.345 -5.964 -0.07
C -0.688 -5.119 -5.251 -0.09
C -1.508 -4.535 -4.318 -0.10
H -4.780 -1.821 -3.580 0.08
H -3.885 -2.661 -4.863 0.08
H -3.862 -0.453 -5.741 0.12
H -2.371 -0.473 -4.797 0.10
H -3.732 0.409 -2.835 0.08
H -5.039 0.731 -3.971 0.12
H -3.971 2.772 -4.348 0.08
H -2.695 1.854 -5.170 0.09
H -3.293 4.991 -2.387 0.11
H -4.923 5.715 -0.668 0.10
H -5.780 4.080 0.981 0.10
H -4.980 1.735 0.930 0.11
H -3.317 1.026 -0.760 0.11
H -0.376 -1.331 -4.529 0.11
H 1.062 -2.386 -6.228 0.11
H 0.870 -4.807 -6.700 0.10
H -0.753 -6.182 -5.438 0.10
H -2.229 -5.117 -3.761 0.10


64
Properties=species:S:1:pos:R:3:lowdin_charge:R:1 method="wB97M-V/def2-TZVPD" spin_multiplicity=2 charge=+2 orbital_gap_ev="8.010 / 7.284" energy_ha=-2511.7603 homo_ev="-14.8935 / -14.8997"
C 1.482 2.550 -1.696 -0.11
H 2.300 3.202 -1.365 0.11
H 1.809 2.047 -2.614 0.08
H 1.332 1.783 -0.928 -0.02
C 0.204 3.358 -1.940 -0.33
H -0.605 2.679 -2.241 0.08
H -0.119 3.825 -1.001 0.09
C 0.386 4.439 -3.011 -0.09
H -0.537 5.005 -3.172 0.09
H 1.170 5.148 -2.721 0.09
H 0.680 3.994 -3.970 0.08
C -1.159 -2.016 -0.966 -0.39
C -1.862 -1.289 -2.010 -0.30
C -0.899 -0.936 -2.954 -0.31
C 0.368 -1.558 -2.593 -0.31
C 0.191 -2.298 -1.425 -0.30
C 1.159 -3.222 -0.768 0.01
C 1.605 -1.473 -3.424 0.00
C -1.111 -0.139 -4.199 0.00
C -3.328 -1.017 -2.048 0.01
C -1.827 -2.714 0.173 -0.01
Yb -0.261 -0.132 -0.876 1.67
H 2.491 -1.766 -2.862 0.08
H 1.538 -2.127 -4.297 0.11
H 1.777 -0.463 -3.798 0.08
H 2.190 -2.969 -1.011 0.09
H 1.071 -3.198 0.317 0.05
H 0.993 -4.255 -1.085 0.12
H -2.667 -2.140 0.562 0.09
H -2.211 -3.686 -0.147 0.12
H -1.139 -2.888 1.000 0.06
H -3.562 -0.142 -2.653 0.08
H -3.874 -1.864 -2.473 0.12
H -3.733 -0.836 -1.053 0.09
H -0.288 0.552 -4.387 0.08
H -1.185 -0.789 -5.074 0.11
H -2.024 0.451 -4.151 0.08
C 2.773 0.383 2.358 -0.23
P 1.229 0.100 1.406 0.93
C 0.720 -1.334 2.391 -0.42
C 1.584 -2.413 2.659 -0.11
C 1.159 -3.469 3.473 -0.04
C -0.121 -3.458 4.032 -0.04
C -0.982 -2.389 3.779 -0.05
C -0.564 -1.332 2.967 -0.12
C 0.324 1.571 2.033 -0.38
C -0.573 2.256 1.198 -0.16
C -1.309 3.350 1.664 -0.05
C -1.174 3.773 2.984 -0.03
C -0.311 3.095 3.841 -0.02
C 0.428 2.002 3.377 -0.05
H 3.528 -0.370 2.058 0.06
H 2.643 0.290 3.452 0.07
H 3.183 1.383 2.107 0.07
H 2.580 -2.442 2.244 0.11
H 1.827 -4.296 3.676 0.12
H -0.445 -4.275 4.664 0.12
H -1.973 -2.377 4.214 0.12
H -1.248 -0.512 2.789 0.10
H -0.729 1.952 0.184 0.01
H -1.992 3.864 1.000 0.12
H -1.749 4.616 3.346 0.12
H -0.219 3.411 4.873 0.12
H 1.055 1.504 4.093 0.11